Record 1
# C5H7N3

A cluster of 2 separate species, C5H7N3 in total at a distorted geometry (ωB97M-V/def2-TZVPD, the Open Molecules 2025 dataset).

Positions of all 15 atoms, in Å:
C 0.0725 -1.3008 0.5816
C -0.9557 -1.2459 -0.3308
C -1.5219 -0.0415 -0.5107
C -0.2548 1.5853 0.4656
C 1.6996 0.0281 -0.2240
H 0.1542 -0.4411 1.5100
H 0.1390 -2.3576 1.0085
H -1.2575 -2.0854 -0.9333
H -2.7518 -0.0721 -0.9832
H -0.2722 2.3383 1.1242
H 1.3980 2.2153 -1.1711
H 2.6898 0.3273 -0.7419
N -1.3574 0.9551 0.3535
N 0.9759 1.2507 -0.2821
N 1.2421 -1.1556 0.1338

orbital gap	8.47	eV
HOMO level	-8.47	eV
energy above the lowest of the compared OMol25 structures with the same formula, charge and spin	730.9	kJ/mol

***

Record 2
# C2H4NO2S

The ion C2H4NO2S with charge -1 at a distorted geometry (ωB97M-V/def2-TZVPD, the Open Molecules 2025 dataset).

Positions of all 10 atoms, in Å:
C 0.5971 0.4995 -0.3976
C -0.8236 0.7256 0.0384
N 0.0132 -1.6791 0.1552
O 1.0928 -1.8813 1.0316
O 0.4469 -0.7937 -0.9277
S -1.1628 -0.6232 1.1915
H 1.1280 1.1822 -1.1429
H 1.2764 0.3413 0.4598
H -1.0326 1.6293 0.4989
H -1.5356 0.5994 -0.9072

charge	-1
orbital gap	6.29	eV
HOMO level	-2.48	eV
energy above the lowest of the compared OMol25 structures with the same formula, charge and spin	484.0	kJ/mol
SMILES	[O-]N1OCCS1

***

Record 3
# C20H68N10O14

A cluster of 14 separate species, C20H68N10O14 in total at a distorted geometry (ωB97M-V/def2-TZVPD, the Open Molecules 2025 dataset).

Positions of all 112 atoms, in Å:
C 3.7470 2.6830 1.5686
C 3.8758 4.0460 2.2068
O 3.4070 5.0178 1.3786
H 2.7679 2.5644 1.0695
H 3.8676 1.9619 2.3345
H 4.3777 2.6611 0.6739
H 4.9404 4.3315 2.4632
H 3.2937 4.0698 3.0845
H 3.8872 5.8570 1.4658
C 4.3370 -2.3666 0.0435
C 4.0869 -1.2832 1.0542
O 3.2001 -0.2995 0.5434
H 3.4851 -2.6722 -0.5801
H 4.6850 -3.3046 0.5035
H 5.2058 -2.1349 -0.5895
H 4.9318 -0.7956 1.5625
H 3.5853 -1.7489 1.8609
H 2.7741 -0.0169 1.3232
C -1.2505 3.0049 -1.9737
C -2.4717 3.8490 -1.6276
O -2.6384 4.0281 -0.2548
H -1.2155 2.8988 -3.0264
H -1.2757 2.0132 -1.5650
H -0.3502 3.5072 -1.5821
H -3.3628 3.4515 -2.0158
H -2.2537 4.8304 -1.9555
H -3.5193 4.3590 -0.0971
C -4.6866 -2.7561 1.9740
C -4.3280 -2.3811 0.5975
O -2.9637 -2.0614 0.5977
H -3.9216 -3.4019 2.4091
H -5.6099 -3.3396 2.0226
H -4.7737 -1.8891 2.6790
H -4.9116 -1.5715 0.2168
H -4.5021 -3.1134 -0.1802
H -2.8783 -1.1198 0.7091
C -2.4121 -0.9198 -4.4862
C -1.8567 -0.5492 -3.0654
O -2.8269 -0.6507 -2.1184
H -1.5912 -1.0347 -5.1735
H -3.0985 -0.1959 -4.9425
H -2.8623 -1.9057 -4.5894
H -1.5968 0.5158 -3.0514
H -0.9514 -1.0788 -2.7230
H -3.3185 0.1565 -2.1391
C 1.0470 -3.9057 0.7493
C 1.4366 -4.2610 -0.6732
O 0.6828 -5.4024 -0.9562
H 1.2538 -4.7444 1.4368
H 0.0051 -3.6080 0.8509
H 1.6710 -3.0682 1.0734
H 2.4507 -4.5717 -0.7282
H 1.2522 -3.3753 -1.3182
H 1.1996 -6.2003 -0.8479
C -2.0986 -4.2615 -2.1874
O -1.6691 -5.4035 -2.7685
N -1.5572 -3.7562 -1.1384
N -3.1288 -3.5472 -2.6288
H -0.6449 -4.2292 -0.9216
H -1.9161 -2.8879 -0.6705
H -3.3631 -3.6524 -3.6433
H -3.2079 -2.5402 -2.4153
C 1.5471 0.5078 -2.4123
O 1.3373 1.5089 -1.5573
N 1.0887 0.4325 -3.6055
N 2.3976 -0.4356 -2.1555
H 0.9858 -0.4612 -4.0753
H 0.5720 1.2599 -3.9611
H 2.7813 -0.3938 -1.1685
H 2.6505 -1.1437 -2.8298
C 0.0076 3.2475 1.9364
O 0.7432 2.5706 2.8966
N 0.5040 4.1598 1.1610
N -1.2680 3.0738 1.7137
H 1.5370 4.1922 1.3541
H 0.1086 4.6057 0.3107
H -1.8375 2.1876 1.9370
H -1.7666 3.5573 0.9103
C -3.3766 0.6235 1.7665
O -4.5717 0.6225 2.3946
N -3.1899 0.8260 0.4872
N -2.2761 0.7051 2.4174
H -4.0285 0.7960 -0.0611
H -2.3129 0.8730 0.0015
H -2.3740 0.7012 3.5366
H -1.3025 0.5584 2.0737
C 2.8044 4.2702 -2.5567
O 2.3160 3.5490 -3.5863
N 3.2212 5.5082 -2.7302
N 2.8987 3.9077 -1.2966
H 3.4686 5.7005 -3.6985
H 3.3832 6.2223 -1.9909
H 2.3751 3.0910 -1.0238
H 3.4280 4.3849 -0.5773
C -0.2688 -0.7481 0.2916
O 0.2027 0.5315 0.6003
H -0.6319 -1.2129 1.2756
H 0.6674 -1.2530 0.0567
H -0.9814 -0.7373 -0.5195
H 0.7040 0.8346 -0.1679
C -0.9255 -3.2265 3.5867
O -1.0633 -4.3299 4.4991
H 0.0348 -3.3567 3.0564
H -0.9964 -2.2607 4.0987
H -1.6909 -3.2809 2.8413
H -1.9411 -4.3382 4.9420
C 1.3224 -0.5833 3.4057
O 2.2102 0.4037 3.1127
H 1.3167 -0.8710 4.4393
H 1.6348 -1.4320 2.8967
H 0.3272 -0.4012 3.0388
H 1.7867 1.2517 3.1163

orbital gap	8.22	eV
HOMO level	-8.38	eV
energy above the lowest of the compared OMol25 structures with the same formula, charge and spin	966.4	kJ/mol

***

Record 4
# C2H9NS

A cluster of 3 separate species, C2H9NS in total at a distorted geometry (ωB97M-V/def2-TZVPD, the Open Molecules 2025 dataset).

Positions of all 13 atoms, in Å:
N -0.9362 -0.6112 -0.8370
H -0.1917 -1.1604 -0.4270
H -3.3337 1.2705 -4.1169
H -1.1249 -0.0706 0.0011
H -1.6717 -1.2658 -1.0648
C 1.0671 0.6068 1.3938
C 1.7456 -0.6960 1.3822
S 2.3560 0.4769 2.6329
H -2.8500 1.7302 -3.7769
H 0.0563 0.7857 1.7704
H 1.2049 1.3813 0.6585
H 1.2765 -1.5641 1.8396
H 2.4017 -0.8833 0.5443

orbital gap	9.86	eV
HOMO level	-8.89	eV
energy above the lowest of the compared OMol25 structures with the same formula, charge and spin	172.1	kJ/mol
SMILES	[H][H].C1CS1.N

***

Q: Which value of HOMO level does entry 4 give?
A: -8.89 eV

***

Copy entry 2 word for word.
# C2H4NO2S

The ion C2H4NO2S with charge -1 at a distorted geometry (ωB97M-V/def2-TZVPD, the Open Molecules 2025 dataset).

Positions of all 10 atoms, in Å:
C 0.5971 0.4995 -0.3976
C -0.8236 0.7256 0.0384
N 0.0132 -1.6791 0.1552
O 1.0928 -1.8813 1.0316
O 0.4469 -0.7937 -0.9277
S -1.1628 -0.6232 1.1915
H 1.1280 1.1822 -1.1429
H 1.2764 0.3413 0.4598
H -1.0326 1.6293 0.4989
H -1.5356 0.5994 -0.9072

charge	-1
orbital gap	6.29	eV
HOMO level	-2.48	eV
energy above the lowest of the compared OMol25 structures with the same formula, charge and spin	484.0	kJ/mol
SMILES	[O-]N1OCCS1